1.
H17O9 | wB97M-V/def2-TZVPD

Computed properties:
Highest occupied orbital energy ... -5.45 eV
Gap between HOMO and LUMO ... 8.7 eV
Energy relative to the best compared isomer or geometry (same formula, charge and spin) ... 317.0 kJ/mol

```
! RIJCOSX wB97M-V def2-TZVPD def2/J DEFGRID3
* xyz -1 1
O 1.237 -0.685 -0.791
H 2.013 -0.436 0.912
H -0.351 0.206 -1.275
O 0.303 1.216 0.652
H 0.671 0.458 0.074
O 1.636 -1.896 -3.164
H 2.336 -1.298 -2.608
H 0.839 -1.650 -2.631
O 2.424 2.724 1.652
H 1.207 -1.567 -0.639
H 1.899 2.177 1.055
O -1.136 -0.117 -1.778
H -0.816 -0.528 -2.598
H 2.903 1.943 2.120
O -3.087 -1.508 -1.024
H -2.463 -0.799 -0.920
H -3.247 -1.722 -1.893
O 3.060 -0.653 1.099
H 3.034 -1.359 1.808
H -0.067 1.839 0.184
O -2.189 1.840 1.159
H -1.796 1.577 1.991
H -3.066 1.820 1.403
O -1.914 -0.630 2.057
H -1.170 0.006 2.013
H -2.260 -0.959 1.138
*
```

Calculated atomic charges, method Mulliken, unit e: number 1, O, carries -1.234; number 2, H, carries 0.202; number 3, H, carries 0.384; number 4, O, carries -0.589; number 5, H, carries 0.476; number 6, O, carries -0.685; number 7, H, carries 0.369; number 8, H, carries 0.285; number 9, O, carries -0.685; number 10, H, carries 0.249; number 11, H, carries 0.363; number 12, O, carries -0.578; number 13, H, carries 0.256; number 14, H, carries 0.331; number 15, O, carries -0.660; number 16, H, carries 0.425; number 17, H, carries 0.238; number 18, O, carries -0.628; number 19, H, carries 0.289; number 20, H, carries 0.263; number 21, O, carries -0.573; number 22, H, carries 0.307; number 23, H, carries 0.270; number 24, O, carries -0.686; number 25, H, carries 0.266; number 26, H, carries 0.347

2.
C32H46F9N3O5PS2 | wB97M-V/def2-TZVPD

Computed properties:
Highest occupied orbital energy ... -10.61 eV
Gap between HOMO and LUMO ... 5.7 eV

```
! RIJCOSX wB97M-V def2-TZVPD def2/J DEFGRID3
* xyz 1 1
C 2.700 -1.954 4.959
C 1.667 -0.668 4.956
O 1.765 0.193 3.767
C 1.371 -0.516 2.532
C 0.389 0.404 1.538
P 0.009 2.116 2.382
N 1.428 2.930 2.426
O -0.718 1.923 3.983
O -1.097 3.107 1.473
C -1.088 -0.222 1.232
C -2.119 -0.674 2.400
O -1.566 -0.979 3.715
C -1.750 -2.424 4.068
C -1.330 -3.673 3.061
C -1.530 -5.266 3.392
C -1.148 -6.516 2.372
C -2.206 -5.720 4.843
C -2.620 -4.502 5.863
C -2.398 -2.878 5.533
C -2.847 -1.842 6.720
C -3.529 -0.442 6.207
C -1.510 -1.627 7.684
C -0.568 -1.343 0.105
N 0.589 -0.878 -0.536
C 1.014 -1.844 -1.605
C -0.118 -2.156 -2.758
C 0.379 -3.210 -3.926
S 2.094 -3.919 -3.657
C 0.997 0.457 -0.024
C 0.291 1.495 -1.099
C 1.146 2.857 -1.407
C 2.287 2.700 -2.599
F 3.608 2.927 -1.899
F 2.377 1.338 -3.176
C 2.158 3.913 -3.699
F 1.913 5.263 -3.065
F 0.909 3.653 -4.509
C 3.458 4.112 -4.676
F 4.641 4.735 -3.972
F 3.048 5.150 -5.695
C 3.894 2.791 -5.542
F 4.820 1.973 -4.706
F 2.765 2.008 -6.100
F 4.712 3.244 -6.729
N 2.387 0.954 0.127
C 3.371 0.163 -0.370
S 4.558 -1.058 -0.690
H 2.398 -2.650 4.052
H 3.828 -1.629 4.917
H 2.502 -2.571 5.960
H 0.586 -1.048 5.197
H 1.989 0.005 5.887
H 2.361 -0.863 2.015
H 0.831 -1.524 2.875
H 1.367 3.820 1.882
H -1.700 2.166 3.842
H -0.817 4.079 1.608
H -1.790 0.475 0.560
H -2.792 -1.562 1.970
H -2.887 0.227 2.555
H -0.859 -3.389 2.015
H -1.368 -7.552 2.924
H -0.029 -6.524 2.030
H -1.805 -6.542 1.393
H -2.359 -6.863 5.083
H -3.111 -4.806 6.895
H -3.679 -2.407 7.364
H -2.629 0.277 5.909
H -4.162 -0.583 5.223
H -4.144 0.134 7.042
H -1.442 -2.609 8.359
H -0.515 -1.619 7.042
H -1.587 -0.676 8.367
H -1.173 -2.332 -0.068
H 1.244 -2.876 -1.072
H 1.967 -1.452 -2.161
H -1.128 -2.615 -2.322
H -0.432 -1.137 -3.282
H -0.369 -4.133 -3.953
H 0.342 -2.662 -4.978
H 2.818 -3.910 -4.876
H 0.120 0.846 -2.087
H -0.790 1.849 -0.786
H 1.572 3.397 -0.430
H 0.357 3.640 -1.846
C -1.977 4.617 -8.138
C -0.648 4.183 -7.577
C -1.064 3.226 -6.481
O -2.298 2.626 -6.899
C -2.795 3.349 -8.033
H -1.918 5.004 -9.158
H -2.412 5.396 -7.500
H -0.079 3.646 -8.345
H -0.033 5.009 -7.211
H -1.252 3.756 -5.541
H -0.319 2.447 -6.299
H -2.660 2.716 -8.917
H -3.863 3.547 -7.906
*
```

Calculated atomic charges, method Mulliken, unit e: number 1, C, carries -0.881; number 2, C, carries 0.221; number 3, O, carries -0.457; number 4, C, carries -0.216; number 5, C, carries 0.906; number 6, P, carries 0.582; number 7, N, carries -0.796; number 8, O, carries -0.477; number 9, O, carries -0.551; number 10, C, carries -0.278; number 11, C, carries -1.282; number 12, O, carries 0.297; number 13, C, carries 0.536; number 14, C, carries -0.103; number 15, C, carries 0.291; number 16, C, carries -0.893; number 17, C, carries -0.754; number 18, C, carries -0.719; number 19, C, carries -0.039; number 20, C, carries 0.084; number 21, C, carries -0.846; number 22, C, carries -0.744; number 23, C, carries -0.370; number 24, N, carries 0.546; number 25, C, carries -0.956; number 26, C, carries -0.121; number 27, C, carries -0.560; number 28, S, carries -0.270; number 29, C, carries 1.188; number 30, C, carries -0.647; number 31, C, carries -0.954; number 32, C, carries 0.997; number 33, F, carries -0.333; number 34, F, carries -0.320; number 35, C, carries 0.513; number 36, F, carries -0.291; number 37, F, carries -0.167; number 38, C, carries 0.341; number 39, F, carries -0.234; number 40, F, carries -0.261; number 41, C, carries 0.634; number 42, F, carries -0.213; number 43, F, carries -0.177; number 44, F, carries -0.246; number 45, N, carries -0.329; number 46, C, carries 0.165; number 47, S, carries -0.066; number 48, H, carries 0.187; number 49, H, carries 0.268; number 50, H, carries 0.355; number 51, H, carries -0.286; number 52, H, carries 0.367; number 53, H, carries 0.196; number 54, H, carries -0.130; number 55, H, carries 0.237; number 56, H, carries 0.332; number 57, H, carries 0.335; number 58, H, carries 0.382; number 59, H, carries 0.445; number 60, H, carries 0.306; number 61, H, carries 0.000; number 62, H, carries 0.303; number 63, H, carries 0.263; number 64, H, carries 0.253; number 65, H, carries 0.204; number 66, H, carries 0.251; number 67, H, carries 0.406; number 68, H, carries 0.050; number 69, H, carries 0.220; number 70, H, carries 0.358; number 71, H, carries 0.319; number 72, H, carries 0.062; number 73, H, carries 0.322; number 74, H, carries 0.413; number 75, H, carries 0.351; number 76, H, carries 0.330; number 77, H, carries 0.244; number 78, H, carries 0.202; number 79, H, carries 0.309; number 80, H, carries 0.350; number 81, H, carries 0.188; number 82, H, carries -0.047; number 83, H, carries 0.317; number 84, H, carries 0.131; number 85, H, carries 0.452; number 86, C, carries -0.531; number 87, C, carries -0.456; number 88, C, carries -0.084; number 89, O, carries -0.433; number 90, C, carries -0.536; number 91, H, carries 0.346; number 92, H, carries 0.268; number 93, H, carries 0.283; number 94, H, carries 0.292; number 95, H, carries 0.156; number 96, H, carries 0.133; number 97, H, carries 0.281; number 98, H, carries 0.284

3.
C46H45F6N3O4PS | wB97M-V/def2-TZVPD

Computed properties:
Highest occupied orbital energy ... -10.36 eV
Gap between HOMO and LUMO ... 5.5 eV

```
! RIJCOSX wB97M-V def2-TZVPD def2/J DEFGRID3
* xyz 1 1
C 7.580 0.974 -3.187
O 8.245 2.224 -3.114
C 7.556 3.277 -3.752
C 6.285 3.696 -2.994
C 5.031 3.718 -3.874
C 3.894 4.404 -3.111
C 2.527 4.318 -3.729
C 1.496 3.792 -2.995
C 0.241 3.764 -3.583
P -1.274 3.174 -2.765
O -2.285 4.211 -2.933
O -1.666 1.741 -3.324
O -0.850 2.989 -1.254
N 0.116 4.248 -4.803
N 1.061 4.732 -5.571
C 2.267 4.759 -5.047
N 3.282 5.307 -5.840
C 3.627 4.626 -6.806
S 4.121 3.714 -7.938
H 6.727 1.006 -3.868
H 7.231 0.665 -2.201
H 8.285 0.232 -3.555
H 7.344 3.032 -4.798
H 8.254 4.110 -3.740
H 6.106 3.044 -2.140
H 6.430 4.701 -2.598
H 4.743 2.695 -4.127
H 5.285 4.235 -4.794
H 4.150 5.438 -2.876
H 3.812 3.888 -2.154
H 1.648 3.438 -1.990
H -1.067 1.444 -4.026
H -1.564 2.531 -0.778
H -0.821 4.276 -5.205
F 2.190 1.123 -1.968
C 1.668 -0.136 -2.013
C 0.395 -0.322 -1.523
C -0.161 -1.593 -1.575
C 0.570 -2.648 -2.100
C 1.855 -2.431 -2.582
C 2.416 -1.161 -2.546
H -0.142 0.519 -1.108
H -1.162 -1.760 -1.205
H 0.141 -3.636 -2.136
H 2.426 -3.254 -2.988
H 3.413 -0.970 -2.922
F 7.755 6.173 -8.027
C 6.922 7.224 -8.170
C 5.937 7.422 -7.225
C 5.076 8.502 -7.368
C 5.210 9.359 -8.451
C 6.208 9.137 -9.391
C 7.077 8.064 -9.254
H 5.850 6.738 -6.390
H 4.302 8.673 -6.632
H 4.538 10.199 -8.563
H 6.312 9.802 -10.237
H 7.864 7.878 -9.971
F -0.884 -4.584 -0.342
C -1.388 -4.637 0.917
C -1.319 -5.830 1.604
C -1.828 -5.884 2.894
C -2.402 -4.758 3.469
C -2.464 -3.571 2.753
C -1.948 -3.503 1.466
H -0.873 -6.696 1.135
H -1.776 -6.809 3.451
H -2.799 -4.807 4.473
H -2.913 -2.695 3.198
H -1.981 -2.584 0.896
F -4.109 -1.024 4.222
C -5.283 -1.186 3.569
C -5.598 -0.328 2.536
C -6.801 -0.502 1.867
C -7.669 -1.517 2.242
C -7.332 -2.365 3.287
C -6.128 -2.206 3.956
H -4.910 0.463 2.267
H -7.061 0.160 1.052
H -8.608 -1.646 1.721
H -8.008 -3.155 3.585
H -5.846 -2.865 4.764
F -2.827 -5.609 6.785
C -3.341 -6.856 6.694
C -4.613 -7.088 7.172
C -5.138 -8.369 7.070
C -4.387 -9.392 6.505
C -3.107 -9.133 6.036
C -2.576 -7.854 6.124
H -5.178 -6.280 7.616
H -6.136 -8.568 7.435
H -4.800 -10.389 6.432
H -2.518 -9.928 5.599
H -1.582 -7.631 5.760
F -6.275 -4.380 8.161
C -5.564 -3.339 8.651
C -5.054 -2.408 7.770
C -4.332 -1.337 8.275
C -4.123 -1.219 9.642
C -4.642 -2.172 10.507
C -5.374 -3.243 10.014
H -5.221 -2.522 6.711
H -3.932 -0.596 7.596
H -3.556 -0.385 10.032
H -4.478 -2.084 11.573
H -5.794 -3.992 10.671
*
```

Results of the Mulliken charge analysis, in e, for atoms 1 through 99: number 1, C, carries -0.693; number 2, O, carries -0.441; number 3, C, carries -0.776; number 4, C, carries -0.684; number 5, C, carries 0.098; number 6, C, carries -1.073; number 7, C, carries 0.874; number 8, C, carries -0.266; number 9, C, carries -0.533; number 10, P, carries 1.010; number 11, O, carries -0.648; number 12, O, carries -0.461; number 13, O, carries -0.507; number 14, N, carries 0.454; number 15, N, carries -1.007; number 16, C, carries 0.355; number 17, N, carries -0.208; number 18, C, carries 0.516; number 19, S, carries -0.254; number 20, H, carries 0.238; number 21, H, carries 0.265; number 22, H, carries 0.332; number 23, H, carries 0.465; number 24, H, carries 0.357; number 25, H, carries 0.322; number 26, H, carries 0.417; number 27, H, carries 0.315; number 28, H, carries -0.050; number 29, H, carries 0.481; number 30, H, carries 0.382; number 31, H, carries 0.634; number 32, H, carries 0.388; number 33, H, carries 0.375; number 34, H, carries 0.276; number 35, F, carries -0.182; number 36, C, carries 0.414; number 37, C, carries -0.191; number 38, C, carries -0.362; number 39, C, carries -0.758; number 40, C, carries -0.436; number 41, C, carries -0.688; number 42, H, carries 0.475; number 43, H, carries 0.407; number 44, H, carries 0.479; number 45, H, carries 0.388; number 46, H, carries 0.518; number 47, F, carries -0.302; number 48, C, carries 0.220; number 49, C, carries -0.310; number 50, C, carries -0.429; number 51, C, carries -0.497; number 52, C, carries -0.352; number 53, C, carries -0.473; number 54, H, carries 0.580; number 55, H, carries 0.366; number 56, H, carries 0.383; number 57, H, carries 0.372; number 58, H, carries 0.432; number 59, F, carries -0.252; number 60, C, carries 0.619; number 61, C, carries -0.757; number 62, C, carries -0.075; number 63, C, carries -0.750; number 64, C, carries -0.197; number 65, C, carries -0.545; number 66, H, carries 0.429; number 67, H, carries 0.304; number 68, H, carries 0.460; number 69, H, carries 0.475; number 70, H, carries 0.265; number 71, F, carries -0.356; number 72, C, carries 0.317; number 73, C, carries -0.536; number 74, C, carries -0.340; number 75, C, carries -0.473; number 76, C, carries -0.621; number 77, C, carries 0.043; number 78, H, carries 0.449; number 79, H, carries 0.368; number 80, H, carries 0.388; number 81, H, carries 0.386; number 82, H, carries 0.388; number 83, F, carries -0.339; number 84, C, carries 0.365; number 85, C, carries -0.361; number 86, C, carries -0.433; number 87, C, carries -0.545; number 88, C, carries -0.476; number 89, C, carries -0.315; number 90, H, carries 0.414; number 91, H, carries 0.392; number 92, H, carries 0.383; number 93, H, carries 0.379; number 94, H, carries 0.566; number 95, F, carries -0.339; number 96, C, carries 0.421; number 97, C, carries 0.121; number 98, C, carries -0.487; number 99, C, carries -0.541

4.
H24O12 | wB97M-V/def2-TZVPD

Computed properties:
Structure (SMILES) ... O.O.O.O.O.O.O.O.O.O.O.O
Highest occupied orbital energy ... -10.52 eV
Gap between HOMO and LUMO ... 10.3 eV
Energy relative to the best compared isomer or geometry (same formula, charge and spin) ... 279.2 kJ/mol

```
! RIJCOSX wB97M-V def2-TZVPD def2/J DEFGRID3
* xyz 0 1
O 1.902 2.515 3.068
H 2.486 2.044 2.435
H 1.714 1.837 3.734
O -3.232 1.370 2.433
H -3.229 2.230 2.002
H -2.800 1.594 3.266
O 1.426 -2.183 2.843
H 1.583 -1.584 2.112
H 1.898 -2.965 2.534
O -2.602 -1.002 0.048
H -3.057 -1.330 0.849
H -1.817 -1.324 -0.376
O -0.444 0.402 -2.317
H -1.214 -0.134 -2.511
H -0.700 1.293 -2.086
O -3.510 -1.279 2.530
H -3.850 -0.374 2.404
H -2.553 -1.326 2.538
O 2.971 1.440 0.843
H 2.052 1.289 0.559
H 3.268 2.130 0.249
O 2.031 2.481 -2.228
H 1.151 2.828 -2.110
H 2.102 1.834 -2.932
O 1.412 -1.674 -3.496
H 0.992 -1.304 -2.704
H 1.506 -2.617 -3.345
O 3.806 -2.575 -1.870
H 2.891 -2.716 -2.135
H 4.162 -1.716 -2.039
O -0.036 0.914 1.330
H -0.424 0.847 2.209
H -0.572 0.722 0.572
O -3.482 -0.505 -3.032
H -3.832 0.394 -2.997
H -3.124 -0.708 -3.917
*
```

Calculated atomic charges, method Mulliken, unit e: number 1, O, carries -0.642; number 2, H, carries 0.374; number 3, H, carries 0.294; number 4, O, carries -0.626; number 5, H, carries 0.302; number 6, H, carries 0.309; number 7, O, carries -0.622; number 8, H, carries 0.312; number 9, H, carries 0.315; number 10, O, carries -0.672; number 11, H, carries 0.410; number 12, H, carries 0.268; number 13, O, carries -0.514; number 14, H, carries 0.322; number 15, H, carries 0.221; number 16, O, carries -0.736; number 17, H, carries 0.389; number 18, H, carries 0.324; number 19, O, carries -0.692; number 20, H, carries 0.355; number 21, H, carries 0.311; number 22, O, carries -0.593; number 23, H, carries 0.278; number 24, H, carries 0.311; number 25, O, carries -0.642; number 26, H, carries 0.336; number 27, H, carries 0.302; number 28, O, carries -0.600; number 29, H, carries 0.276; number 30, H, carries 0.313; number 31, O, carries -0.473; number 32, H, carries 0.227; number 33, H, carries 0.268; number 34, O, carries -0.635; number 35, H, carries 0.311; number 36, H, carries 0.320

Q: The lowest highest occupied orbital energy belongs to which entry?
A: C32H46F9N3O5PS2